(1)
{
  "formula": "C9H13NO2",
  "method": "ωB97M-V/def2-TZVPD",
  "symbols": ["C", "C", "C", "C", "C", "C", "C", "C", "C", "N", "O", "O", "H", "H", "H", "H", "H", "H", "H", "H", "H", "H", "H", "H", "H"],
  "positions_angstrom": [[-0.684322, -0.127998, 0.254291], [-1.216902, 1.181728, -0.076454], [-2.571763, -2.146770, -0.120283], [-2.467410, 1.507132, 0.099887], [-0.411460, 2.519767, -0.414230], [2.013970, 0.626149, 0.828191], [0.999417, -0.221162, -1.288113], [1.060908, -1.605336, 1.065042], [0.865313, -0.227396, 0.233770], [-1.897470, -3.159286, -0.129045], [-3.545870, 1.891151, 0.237686], [-3.480906, -1.450701, -0.030514], [-0.014428, 2.893409, 0.508703], [-1.074040, 3.131415, -0.984018], [0.461462, 2.307662, -1.007579], [1.960665, 1.557981, 0.267853], [2.019030, 0.805427, 1.888401], [2.879876, -0.017323, 0.479700], [1.092681, -1.164149, -1.810673], [1.758951, 0.433505, -1.496668], [0.191397, 0.276182, -1.767761], [0.286597, -2.254475, 0.816775], [0.956171, -1.276885, 2.007672], [1.902840, -2.187757, 1.056599], [-1.084718, -3.292277, -0.619223]],
  "forces_ev_per_angstrom": [[0.2, 2.4, 0.0], [3.7, -0.2, 0.2], [0.5, -2.0, 0.0], [-3.1, -0.1, 0.2], [-0.3, -2.0, 0.4], [-0.4, -0.2, -2.1], [-0.9, -1.5, 0.0], [-1.1, 1.7, -3.6], [-1.0, -2.9, 1.7], [-1.8, 0.4, 1.0], [0.9, -0.3, 0.0], [-1.0, 1.7, 0.1], [-0.2, 0.8, 0.4], [-0.2, 1.0, 0.0], [0.0, -0.3, -0.5], [0.8, 0.3, 0.4], [-0.1, -0.1, 0.4], [-0.5, 1.3, 0.7], [0.3, -0.3, 0.2], [2.5, 1.1, -0.8], [-1.1, 0.2, -0.4], [-1.5, -1.0, -0.2], [-0.7, 0.9, 3.6], [2.9, -0.8, -0.7], [2.1, -0.2, -1.2]],
  "e_homo_ev": -8.34,
  "lumo_ev": -0.006
}

***

(2)
{
  "formula": "C11H9F16O5",
  "method": "ωB97M-V/def2-TZVPD",
  "symbols": ["O", "C", "O", "O", "H", "C", "C", "C", "F", "F", "F", "F", "O", "C", "C", "F", "F", "F", "F", "H", "H", "H", "H", "C", "C", "C", "F", "F", "F", "F", "O", "C", "C", "F", "F", "F", "F", "H", "H", "H", "H"],
  "positions_angstrom": [[6.081766, 9.328349, -15.591266], [6.512529, 8.450453, -14.677674], [6.608755, 7.268931, -14.891975], [6.855803, 8.768971, -13.506082], [6.258218, 10.161078, -15.147383], [4.211855, 8.864726, -19.331524], [3.479772, 7.897589, -18.367585], [4.536282, 7.006107, -17.712553], [3.928505, 6.083868, -16.883610], [5.337909, 6.360504, -18.612283], [2.661113, 8.417635, -17.535665], [2.770238, 7.016199, -19.044234], [3.268622, 9.715369, -19.970396], [3.772871, 11.047704, -20.417857], [2.579110, 11.928672, -20.870330], [1.708191, 12.110354, -19.890799], [2.925439, 13.098602, -21.262937], [4.391122, 11.608361, -19.379143], [4.816145, 10.971573, -21.370221], [4.745700, 8.354487, -20.133248], [5.093775, 9.307504, -18.868637], [5.212687, 7.619595, -17.117408], [2.027855, 11.503319, -21.708947], [4.639969, 13.842933, -13.821407], [4.781190, 12.339337, -13.635188], [4.962580, 12.113768, -12.099773], [4.024200, 12.699169, -11.305869], [5.185626, 10.887090, -11.693395], [3.794934, 11.683475, -14.253006], [5.897749, 11.877726, -14.154983], [5.785539, 14.608637, -13.355735], [5.556934, 15.672311, -12.397802], [6.714016, 16.689238, -12.614984], [6.724230, 17.712597, -11.843384], [7.876975, 16.015440, -12.402938], [4.440802, 16.441600, -12.706900], [5.416574, 15.304661, -11.173725], [3.712152, 14.109598, -13.315289], [4.642787, 13.957423, -14.905370], [5.877680, 12.660588, -11.872460], [6.728520, 17.254155, -13.547051]],
  "forces_ev_per_angstrom": [[-0.3, 1.2, -1.1], [1.8, -2.1, 4.8], [-1.0, -3.4, -4.2], [-0.4, 3.9, 0.2], [-0.2, 0.4, -0.1], [0.6, -0.2, -0.6], [3.4, -1.6, -2.1], [1.3, 0.5, 2.5], [0.3, 0.7, -1.1], [-0.9, 0.0, -0.3], [-1.3, 2.1, 2.3], [-1.9, -1.4, -2.4], [0.7, 3.7, -1.5], [0.9, -2.8, 1.4], [-1.1, -2.9, -1.1], [-0.6, -0.4, 1.6], [2.0, 3.2, -0.9], [-0.2, 0.5, 0.4], [-2.2, -0.3, 0.7], [-0.5, -1.0, 0.1], [-0.6, 0.9, 0.8], [0.0, -0.2, 0.5], [0.2, -0.8, 0.0], [0.2, 0.2, -0.6], [-0.1, 0.1, 2.5], [1.6, 0.9, 0.2], [-1.0, -0.1, -0.4], [-0.7, -1.3, -0.1], [-0.9, 0.2, 0.2], [1.7, -0.1, -0.9], [-1.1, 1.3, 1.9], [0.2, 0.9, -3.9], [1.1, -1.8, -2.1], [-0.7, 2.4, 3.8], [0.1, -0.2, -0.2], [0.1, -0.9, -0.1], [0.0, -1.0, 1.5], [0.0, 0.4, -0.3], [-0.5, 0.4, 0.0], [0.2, 0.2, -0.2], [-0.3, -1.6, -1.3]],
  "e_homo_ev": -3.38,
  "lumo_ev": 2.330,
  "charge": -1
}